The following is a quantum chemistry calculation of a 9-piece molecular cluster, C24H66N2O9 overall in a non-equilibrium geometry, from the Open Molecules 2025 dataset.

Its net charge is 0. The calculation puts the HOMO-LUMO gap at 9.34 eV. The HOMO energy comes out at -9.11 eV. Its energy above the lowest of the compared OMol25 structures with the same formula, charge and spin is 0.0 kJ/mol. Its SMILES is NC(N)=O.CC(C)O.CC(C)O.CC(C)O.CC(C)O.CC(C)O.CC(C)O.CC(C)O.CCO.

Each line ends with the Mulliken charge.
Geometry (Å):
N (-5.26464, -0.57013, -3.10806)  -0.46
C (-4.59439, 0.31668, -2.29126)  0.58
N (-5.27103, 1.45671, -1.91584)  -0.41
O (-3.44852, 0.08816, -1.87885)  -0.67
H (-4.69418, -1.24358, -3.58517)  0.24
H (-6.10807, -0.25393, -3.54766)  0.19
H (-6.11423, 1.68872, -2.39911)  0.17
H (-4.81896, 2.03381, -1.23443)  0.23
C (2.14708, 1.12792, 5.36147)  -1.38
C (2.64244, 1.52691, 3.98621)  0.58
C (1.51679, 1.94836, 3.06802)  -0.83
O (3.51903, 2.68437, 4.15720)  -0.58
H (1.38586, 0.32401, 5.41570)  0.29
H (1.61943, 1.90945, 5.91607)  0.33
H (2.89149, 0.66679, 6.02277)  0.38
H (3.29166, 0.74218, 3.57835)  0.21
H (1.12141, 2.88651, 3.46301)  0.37
H (0.76981, 1.15976, 3.04166)  0.08
H (1.89231, 2.14303, 2.06567)  0.21
H (4.35922, 2.38778, 4.51577)  0.31
C (1.41725, 6.35798, 0.21439)  -1.50
C (1.67059, 4.94093, -0.29872)  0.41
C (0.45158, 4.07699, -0.11139)  -1.12
O (2.02814, 5.02946, -1.67624)  -0.55
H (2.25405, 6.98630, -0.08114)  0.34
H (1.31814, 6.39213, 1.30467)  0.39
H (0.46099, 6.75533, -0.14197)  0.36
H (2.48730, 4.56944, 0.32166)  0.28
H (-0.44082, 4.48338, -0.61015)  0.54
H (0.14791, 3.98950, 0.93346)  0.38
H (0.55452, 3.10115, -0.58433)  0.11
H (1.26041, 5.41771, -2.11323)  0.37
C (3.28985, 0.29383, -2.21432)  -0.92
C (4.71875, -0.11723, -1.88374)  0.30
C (5.00907, 0.10677, -0.39016)  -1.13
O (4.96653, -1.47532, -2.20818)  -0.55
H (2.59629, -0.35386, -1.67830)  0.16
H (3.06640, 0.28004, -3.27928)  0.33
H (3.24391, 1.34810, -1.92656)  0.35
H (5.45147, 0.49408, -2.41810)  0.34
H (5.96411, -0.35280, -0.14860)  0.33
H (4.26187, -0.42065, 0.21579)  0.06
H (4.92688, 1.17662, -0.19371)  0.44
H (4.18789, -2.03809, -2.05349)  0.32
C (-1.28373, 0.86344, -5.16112)  -1.66
C (-0.59514, 1.49233, -3.94952)  1.63
C (0.33518, 2.59444, -4.34850)  -1.53
O (-1.55416, 1.99978, -3.02865)  -0.54
H (-1.88444, -0.01934, -4.96195)  0.27
H (-0.51720, 0.73159, -5.93048)  0.44
H (-1.94918, 1.60891, -5.62000)  0.39
H (-0.02056, 0.65648, -3.52433)  -0.18
H (1.00594, 2.92243, -3.55573)  0.20
H (-0.13898, 3.50394, -4.73874)  0.40
H (0.91478, 2.27774, -5.22394)  0.38
H (-2.07558, 1.25929, -2.68338)  0.20
C (-3.74149, -1.20583, 4.76096)  -1.09
C (-4.21326, -0.62504, 6.07940)  0.47
C (-3.34558, -1.08663, 7.24812)  -1.29
O (-4.17020, 0.79862, 5.93701)  -0.56
H (-4.37014, -0.84077, 3.94719)  0.35
H (-3.90556, -2.28409, 4.80127)  0.41
H (-2.70751, -0.93401, 4.56592)  0.12
H (-5.24124, -0.96193, 6.27633)  0.24
H (-2.40002, -0.54434, 7.27307)  0.32
H (-3.10208, -2.14741, 7.12817)  0.32
H (-3.85839, -1.01002, 8.20850)  0.39
H (-4.46248, 1.23092, 6.74500)  0.31
C (-0.73675, -4.96448, -1.94647)  -0.92
C (-0.62797, -4.32641, -3.32164)  0.21
C (-0.75373, -2.81463, -3.18053)  -0.83
O (0.61384, -4.62894, -4.00614)  -0.58
H (0.15936, -4.71908, -1.37068)  0.00
H (-0.81441, -6.05769, -1.93006)  0.40
H (-1.62556, -4.60900, -1.42626)  0.33
H (-1.43198, -4.71999, -3.95760)  0.34
H (-1.76187, -2.66198, -2.78245)  0.18
H (-0.71149, -2.31991, -4.15179)  0.32
H (-0.05069, -2.36782, -2.48174)  0.23
H (0.68861, -5.58496, -4.10231)  0.31
C (-1.33479, -1.84295, 1.95097)  -1.14
C (-1.85069, -0.84241, 0.93394)  0.77
C (-0.94899, 0.38361, 0.79003)  -0.93
O (-1.84270, -1.55713, -0.32704)  -0.29
H (-1.09576, -1.33894, 2.89131)  0.18
H (-0.42304, -2.27676, 1.53906)  0.05
H (-2.04093, -2.64446, 2.16158)  0.36
H (-2.86541, -0.49297, 1.17879)  0.18
H (-1.11619, 0.90727, -0.15673)  0.14
H (0.10459, 0.10187, 0.75287)  0.25
H (-1.25410, 1.09132, 1.56790)  0.43
H (-2.31291, -1.00280, -0.97852)  0.16
C (2.72180, -3.67147, 0.13740)  -0.35
C (3.05971, -4.25398, -1.21950)  -0.36
O (2.79130, -3.27117, -2.25979)  -0.60
H (1.64300, -3.53913, 0.25982)  -0.09
H (3.18212, -2.68824, 0.22176)  0.01
H (3.02462, -4.35062, 0.93731)  0.38
H (2.52047, -5.16784, -1.48081)  0.45
H (4.13202, -4.47473, -1.26511)  0.29
H (2.10396, -3.63942, -2.83202)  0.24